{"formula": "C21H27BCdCl2N8O4", "method": "wB97M-V/def2-TZVPD", "elements": ["O", "N", "C", "C", "Cl", "H", "Cl", "C", "C", "C", "H", "H", "H", "H", "C", "H", "H", "H", "H", "H", "N", "C", "H", "H", "H", "N", "C", "N", "O", "H", "C", "O", "H", "C", "B", "C", "C", "H", "O", "H", "Cd", "H", "C", "C", "H", "H", "C", "C", "H", "N", "H", "H", "C", "N", "C", "H", "C", "C", "N", "C", "H", "N", "H", "H"], "positions_angstrom": [[6.287738, 0.208462, 0.355010], [-1.828242, -1.448016, 2.198848], [3.222301, -0.196788, -0.819265], [-1.729783, -2.368941, 3.177337], [-0.438190, -2.014761, -2.330126], [1.486869, -0.608887, 4.407667], [-1.525308, -5.269228, -4.157920], [0.146317, 1.994341, -1.710072], [-0.947274, 2.302976, -3.941920], [-4.954493, -0.275818, 0.646233], [4.176779, 0.347897, 3.609029], [-3.643190, -0.386908, 3.035583], [-2.424692, -2.373127, 4.001660], [1.070531, 1.844768, -2.278584], [-5.265668, -0.570790, -0.663945], [0.327604, 0.184719, 3.335828], [-2.772308, 3.757323, -2.412471], [-0.028297, 4.695107, -1.626015], [-2.053403, 3.346218, -0.835063], [-6.240226, -0.608100, -1.121425], [-1.052995, 1.411047, 1.516006], [-1.770050, -3.066430, -2.794203], [-1.569415, 2.970429, -4.550235], [-2.244989, -3.526494, -1.939259], [-2.428412, -2.598746, -3.512364], [-0.852683, -1.645740, 1.283809], [5.756388, 0.204220, 1.501783], [-3.039664, -0.695568, -0.375663], [2.189691, -0.421189, -1.433456], [0.028026, 2.202391, -4.425383], [-1.313355, 3.005893, 3.069190], [4.378132, -0.114410, -1.425790], [0.807862, 4.227471, -3.117302], [-2.164064, 3.020578, -1.873785], [-2.847364, -0.279982, 2.133380], [-0.665306, -3.198355, 2.891575], [-0.788825, 2.859978, -2.522349], [-5.589375, -0.025117, 1.481500], [6.317822, 0.259521, 2.605838], [-2.696984, 2.080066, -1.873010], [-0.270625, 0.194748, -0.552992], [-1.175057, 3.907902, 3.642515], [-0.167274, 4.270626, -2.623732], [-2.260761, 2.019287, 3.262797], [-0.816382, 4.942103, -3.199969], [0.686702, -3.041214, 1.105503], [4.250047, 0.143453, 1.547194], [-0.577590, 2.566984, 1.955449], [-3.793927, -1.128270, -2.268496], [2.008568, 0.026248, 1.317582], [-0.314341, -4.041353, 3.462255], [0.263028, 3.025362, 1.455824], [-0.153573, -2.693215, 1.686822], [-2.086673, 1.075151, 2.315808], [2.297745, 0.167482, 2.589476], [5.174481, 0.029187, -0.764632], [3.211424, -0.001725, 0.653409], [1.337980, 0.230818, 3.725342], [3.641044, 0.243895, 2.762155], [-4.020337, -0.834924, -1.254382], [-1.412788, 1.314008, -3.918966], [-3.617640, -0.362220, 0.793924], [-3.037563, 1.925185, 4.005298], [1.454905, 1.160075, 4.286446]], "forces_ev_per_angstrom": [[-0.417, -0.103, -0.155], [0.075, 0.083, 0.083], [-0.435, -0.024, 0.094], [0.025, -0.059, -0.004], [0.126, -0.119, -0.184], [-0.002, 0.000, -0.006], [-0.058, -0.260, -0.168], [-0.308, -0.709, -0.600], [0.013, -0.125, 0.023], [-0.105, -0.026, -0.013], [0.059, -0.022, -0.001], [0.067, 0.041, 0.038], [-0.013, 0.024, -0.040], [0.143, 0.198, 0.217], [-0.049, 0.008, 0.037], [-0.129, -0.025, -0.038], [0.027, -0.036, 0.026], [0.004, 0.004, -0.039], [-0.039, -0.006, -0.048], [0.014, 0.003, 0.024], [-0.250, -0.136, -0.002], [-0.307, 0.453, 0.425], [-0.010, -0.037, 0.012], [0.174, -0.098, -0.019], [0.184, -0.059, -0.151], [0.109, 0.483, -0.255], [0.230, 0.053, -0.299], [0.305, 0.199, -0.045], [0.188, 0.064, 0.249], [-0.043, 0.003, 0.006], [0.060, 0.023, -0.015], [0.933, 0.072, 0.291], [-0.021, 0.010, 0.044], [0.149, 0.156, 0.067], [0.291, -0.055, -0.264], [-0.040, 0.005, 0.056], [0.135, 0.560, 0.320], [0.048, -0.040, 0.005], [-0.034, 0.028, 0.095], [-0.207, -0.377, 0.070], [-0.082, -0.139, 0.725], [-0.002, -0.038, -0.003], [0.042, -0.057, -0.089], [0.045, -0.088, -0.121], [0.034, -0.021, 0.023], [-0.038, 0.058, -0.029], [-0.090, -0.062, -0.102], [-0.183, -0.028, 0.044], [0.018, 0.050, 0.053], [-0.225, -0.048, -0.006], [-0.017, -0.002, -0.019], [-0.037, -0.033, -0.030], [0.008, 0.018, 0.029], [0.088, -0.036, -0.080], [-0.019, 0.039, -0.042], [-0.464, -0.045, -0.159], [0.136, 0.063, -0.046], [0.011, -0.029, -0.040], [-0.086, -0.010, 0.014], [0.053, 0.138, -0.051], [0.023, 0.035, -0.011], [-0.094, 0.119, 0.155], [0.009, -0.043, -0.056], [-0.021, 0.004, 0.006]], "nbo_charge": [-0.752, -0.334, 0.794, -0.035, -0.096, 0.216, -0.810, -0.723, -0.599, -0.036, 0.435, -0.063, 0.206, 0.143, -0.377, 0.251, 0.182, 0.202, 0.209, 0.212, -0.342, -0.355, 0.185, 0.173, 0.158, -0.317, 0.748, -0.299, -0.659, 0.206, -0.381, -0.691, 0.201, -0.603, 0.572, -0.369, -0.181, 0.202, -0.737, 0.215, 1.561, 0.213, -0.599, -0.034, 0.183, 0.221, 0.022, -0.049, 0.215, -0.477, 0.213, 0.223, -0.040, -0.325, 0.359, 0.519, -0.054, -0.648, -0.503, -0.052, 0.218, -0.336, 0.208, 0.213], "homo_lumo_gap_ev": [6.83, 5.38], "relative_energy_kcal_mol": 19.5, "lumo_energy_ev": [4.1, 4.1], "charge": -2, "spin_multiplicity": 1, "largest_force_ev_per_a": 0.98}